A 18-piece molecular cluster, C60H162N6O34 overall. Source: OMol25; level of theory: ωB97M-V/def2-TZVPD.

For the HOMO energy, the calculation gives -8.626 eV. As for the net charge: 0. Its LUMO energy is 0.258 eV. Its gap between HOMO and LUMO is 8.884 eV.

Cartesian coordinates (Å):
1 C -6.443 -6.409 1.523
2 C -5.401 -5.444 1.099
3 O -5.932 -4.176 0.551
4 H -5.948 -7.351 1.705
5 H -7.285 -6.566 0.821
6 H -6.883 -6.087 2.442
7 H -4.805 -5.860 0.263
8 H -4.740 -5.175 1.945
9 H -6.711 -3.931 1.064
10 C -0.960 -7.921 -1.049
11 C -2.400 -8.185 -0.926
12 O -3.143 -7.166 -0.339
13 H -0.528 -7.820 -0.074
14 H -0.722 -7.042 -1.689
15 H -0.486 -8.790 -1.501
16 H -2.400 -9.070 -0.282
17 H -2.877 -8.403 -1.896
18 H -2.734 -6.893 0.533
19 C -7.381 -1.056 -0.096
20 O -6.996 0.111 -0.789
21 C -6.708 1.274 0.000
22 C -5.538 1.063 0.898
23 N -4.321 0.661 0.236
24 C -3.170 0.491 1.100
25 C -3.268 -0.712 1.989
26 O -2.326 -0.572 3.066
27 C -2.391 -1.656 3.914
28 H -7.604 -1.836 -0.823
29 H -8.261 -0.848 0.508
30 H -6.665 -1.384 0.617
31 H -7.645 1.408 0.593
32 H -6.608 2.072 -0.720
33 H -5.914 0.416 1.720
34 H -5.388 2.042 1.424
35 H -4.488 -0.203 -0.253
36 H -3.115 1.403 1.717
37 H -2.251 0.516 0.491
38 H -3.023 -1.636 1.396
39 H -4.258 -0.808 2.455
40 H -1.539 -1.567 4.577
41 H -2.343 -2.688 3.434
42 H -3.314 -1.631 4.547
43 C -0.295 6.695 -0.279
44 O 0.675 6.444 -1.255
45 C 0.558 7.194 -2.436
46 C 1.831 7.044 -3.244
47 N 2.056 5.638 -3.619
48 C 3.454 5.403 -3.897
49 C 3.592 3.949 -4.222
50 O 4.875 3.767 -4.674
51 C 5.119 2.387 -4.950
52 H -0.204 5.952 0.504
53 H -1.296 6.656 -0.757
54 H -0.049 7.668 0.184
55 H 0.279 8.233 -2.225
56 H -0.284 6.741 -3.034
57 H 2.694 7.494 -2.757
58 H 1.663 7.642 -4.145
59 H 1.699 5.031 -2.876
60 H 4.064 5.694 -3.040
61 H 3.711 6.028 -4.748
62 H 2.832 3.711 -5.020
63 H 3.320 3.371 -3.305
64 H 6.196 2.274 -5.089
65 H 4.616 2.037 -5.886
66 H 4.854 1.755 -4.087
67 C 8.553 -0.532 -1.619
68 O 7.552 0.387 -1.407
69 C 7.673 1.068 -0.157
70 C 6.876 2.426 -0.288
71 N 5.459 2.180 -0.290
72 C 4.597 3.300 -0.738
73 C 3.189 2.811 -0.857
74 O 3.244 1.618 -1.583
75 C 2.106 1.248 -2.308
76 H 9.585 -0.087 -1.582
77 H 8.374 -0.943 -2.633
78 H 8.445 -1.348 -0.893
79 H 8.716 1.354 0.066
80 H 7.293 0.328 0.623
81 H 7.130 2.967 -1.228
82 H 7.103 3.027 0.595
83 H 5.236 1.399 -0.866
84 H 4.883 3.673 -1.725
85 H 4.648 4.134 -0.020
86 H 2.483 3.570 -1.226
87 H 2.872 2.506 0.160
88 H 2.440 0.515 -3.029
89 H 1.747 2.048 -2.927
90 H 1.320 0.884 -1.617
91 C 4.499 -2.000 -2.139
92 O 4.586 -3.343 -2.714
93 C 3.322 -3.895 -3.048
94 C 2.495 -4.417 -1.842
95 N 3.231 -5.435 -1.066
96 C 2.851 -5.370 0.346
97 C 3.570 -6.515 1.057
98 O 5.002 -6.531 0.674
99 C 5.771 -5.488 1.359
100 H 3.994 -1.292 -2.808
101 H 5.504 -1.622 -1.919
102 H 3.912 -2.152 -1.247
103 H 3.544 -4.730 -3.712
104 H 2.723 -3.247 -3.675
105 H 1.602 -4.899 -2.235
106 H 2.206 -3.628 -1.175
107 H 4.232 -5.212 -1.154
108 H 1.780 -5.497 0.472
109 H 3.180 -4.402 0.747
110 H 3.118 -7.404 0.651
111 H 3.490 -6.556 2.138
112 H 5.767 -5.773 2.408
113 H 5.442 -4.472 1.168
114 H 6.785 -5.625 1.011
115 C -0.487 3.047 -0.521
116 O -0.211 1.748 -0.164
117 C 0.250 1.696 1.152
118 C 1.189 0.534 1.451
119 N 0.559 -0.806 1.415
120 C 0.003 -1.332 0.158
121 C -0.407 -2.779 0.497
122 O -0.981 -3.329 -0.652
123 C -1.483 -4.590 -0.334
124 H 0.349 3.687 -0.358
125 H -1.207 3.446 0.203
126 H -0.880 3.197 -1.525
127 H -0.588 1.519 1.860
128 H 0.761 2.613 1.417
129 H 1.665 0.751 2.422
130 H 2.020 0.530 0.732
131 H -0.225 -0.809 2.036
132 H 0.879 -1.396 -0.528
133 H -0.653 -0.644 -0.318
134 H -1.103 -2.706 1.356
135 H 0.488 -3.338 0.774
136 H -0.782 -5.374 -0.016
137 H -2.002 -5.021 -1.210
138 H -2.345 -4.490 0.327
139 C -1.813 7.914 3.038
140 O -1.241 6.736 3.529
141 C -1.465 6.564 4.947
142 C -0.815 5.304 5.373
143 N 0.583 5.207 5.804
144 C 1.495 5.958 4.925
145 C 1.554 5.487 3.524
146 O 1.648 4.075 3.350
147 C 3.017 3.707 3.687
148 H -2.013 7.900 1.970
149 H -1.262 8.819 3.277
150 H -2.829 7.978 3.417
151 H -2.557 6.486 5.149
152 H -1.047 7.431 5.490
153 H -0.923 4.610 4.550
154 H -1.399 4.830 6.158
155 H 0.751 5.464 6.749
156 H 2.487 5.789 5.431
157 H 1.306 7.046 4.851
158 H 2.386 6.022 3.077
159 H 0.642 5.797 3.039
160 H 3.035 2.658 3.405
161 H 3.243 3.752 4.770
162 H 3.844 4.180 3.143
163 C 2.665 -3.508 3.648
164 C 3.182 -3.199 5.099
165 O 3.317 -1.850 5.402
166 O 1.400 -2.865 3.451
167 H 2.543 -4.573 3.602
168 H 3.380 -3.167 2.888
169 H 4.210 -3.618 5.234
170 H 2.576 -3.704 5.843
171 H 2.557 -1.475 5.882
172 H 1.408 -2.294 2.647
173 C -4.329 4.604 0.906
174 C -3.720 4.523 2.274
175 O -3.892 5.722 3.009
176 O -5.724 4.675 1.121
177 H -3.954 3.693 0.380
178 H -3.941 5.501 0.408
179 H -2.645 4.300 2.222
180 H -4.143 3.700 2.812
181 H -4.730 5.771 3.498
182 H -6.272 4.359 0.394
183 C -4.313 -3.016 -2.220
184 C -4.710 -2.084 -3.356
185 O -5.962 -1.394 -3.178
186 O -4.350 -2.345 -0.951
187 H -3.292 -3.284 -2.585
188 H -4.989 -3.881 -2.263
189 H -4.869 -2.679 -4.268
190 H -3.878 -1.355 -3.492
191 H -5.997 -0.980 -2.289
192 H -4.883 -2.801 -0.278
193 C -4.624 1.872 -3.103
194 C -5.676 2.907 -3.532
195 O -6.020 3.895 -2.536
196 O -3.730 2.467 -2.109
197 H -4.108 1.461 -3.975
198 H -5.173 1.096 -2.543
199 H -6.603 2.412 -3.861
200 H -5.240 3.467 -4.369
201 H -5.211 3.854 -2.015
202 H -3.674 1.799 -1.408
203 C -0.912 0.126 -3.824
204 C -0.870 -1.346 -3.427
205 O -1.228 -2.163 -4.616
206 O 0.106 0.458 -4.749
207 H -0.768 0.782 -3.004
208 H -1.945 0.297 -4.203
209 H -1.643 -1.587 -2.703
210 H 0.030 -1.894 -3.086
211 H -0.373 -2.483 -4.916
212 H -0.160 -0.069 -5.552
213 C -1.765 -6.607 3.494
214 C -0.992 -5.350 3.151
215 O -0.505 -4.706 4.342
216 O -2.205 -7.175 2.243
217 H -2.656 -6.440 4.117
218 H -1.102 -7.332 3.984
219 H -1.695 -4.746 2.566
220 H -0.123 -5.590 2.538
221 H 0.235 -4.088 4.118
222 H -2.930 -7.802 2.443
223 C -1.416 2.939 -5.446
224 C -0.324 3.737 -4.710
225 O -0.167 4.991 -5.335
226 O -2.632 3.623 -5.631
227 H -1.545 2.070 -4.792
228 H -1.063 2.670 -6.430
229 H 0.622 3.108 -4.721
230 H -0.636 3.893 -3.667
231 H 0.557 5.398 -4.928
232 H -2.422 4.563 -5.713
233 C 1.076 0.268 5.020
234 C 0.196 1.554 5.191
235 O 0.857 2.331 6.174
236 O 1.250 -0.320 6.374
237 H 2.060 0.558 4.616
238 H 0.608 -0.503 4.442
239 H -0.804 1.235 5.589
240 H 0.098 2.050 4.225
241 H 0.677 3.319 6.017
242 H 1.520 0.446 6.863
243 C 4.803 -1.102 1.368
244 C 4.895 -0.055 2.475
245 O 4.360 1.261 2.089
246 O 3.563 -1.624 1.167
247 H 5.512 -1.934 1.605
248 H 5.165 -0.626 0.484
249 H 5.940 0.083 2.778
250 H 4.345 -0.465 3.317
251 H 4.734 1.562 1.208
252 H 2.977 -0.868 1.257
253 C -0.237 -5.377 -5.698
254 C -1.098 -5.317 -4.430
255 O -2.436 -5.078 -4.680
256 O 0.230 -4.160 -6.266
257 H -0.787 -5.977 -6.440
258 H 0.674 -5.892 -5.399
259 H -0.656 -4.678 -3.623
260 H -1.136 -6.296 -3.920
261 H -2.618 -4.138 -4.787
262 H -0.443 -3.811 -6.864